The following is a DFT calculation (the ωB97M-V functional and the def2-TZVPD basis) of C64H112N8O12Zn as an isolated structure.

Summary:
Lowest unoccupied orbital energy: -13.1 eV
Total energy: -153032.9286 eV
Total charge: +6
Frontier orbital gap: 5.549 eV
Highest occupied orbital energy: -18.64 eV

Last column: Löwdin charge in e.
Element x y z (Å)
Zn  -0.97  -0.35  -0.94  0.735
C  8.43  1.60  6.36  0.039
N  7.54  2.17  5.38  -0.077
C  8.07  2.77  4.27  0.062
C  7.27  3.31  3.26  0.066
C  5.87  3.20  3.32  -0.122
C  5.33  2.51  4.41  0.031
C  6.17  2.01  5.42  0.041
C  4.92  3.72  2.28  -0.117
C  3.91  2.96  1.70  0.046
C  3.18  3.51  0.60  0.084
N  3.62  4.70  0.02  -0.029
C  4.65  5.40  0.58  0.033
C  5.31  4.96  1.69  0.065
C  3.12  5.13  -1.36  0.062
H  8.51  0.52  6.20  0.127
H  8.03  1.96  7.31  0.128
H  9.39  2.08  6.20  0.118
H  9.15  2.87  4.19  0.159
H  7.73  3.81  2.42  0.138
H  4.28  2.28  4.52  0.129
H  5.75  1.42  6.22  0.147
H  3.78  1.94  2.03  0.097
H  2.42  2.96  0.06  0.131
H  4.95  6.27  0.00  0.155
H  6.21  5.36  2.13  0.134
H  3.43  4.45  -2.15  0.094
H  3.51  6.10  -1.69  0.115
H  2.03  5.09  -1.37  0.085
C  -2.33  0.65  9.78  0.009
N  -2.58  0.99  8.43  -0.119
C  -2.67  2.32  8.17  0.034
C  -3.00  2.75  6.91  0.076
C  -3.29  1.79  5.86  -0.063
C  -3.03  0.40  6.18  0.066
C  -2.65  0.02  7.48  0.040
C  -3.75  2.25  4.51  -0.136
C  -3.25  1.69  3.33  0.052
C  -3.75  2.00  2.06  0.029
N  -4.86  2.75  1.97  -0.040
C  -5.24  3.46  3.00  0.016
C  -4.70  3.24  4.27  0.060
C  -5.55  2.93  0.64  0.071
H  -2.83  1.36  10.43  0.126
H  -1.25  0.62  9.95  0.127
H  -2.73  -0.35  9.96  0.121
H  -2.49  2.84  9.10  0.155
H  -3.10  3.77  6.55  0.131
H  -3.12  -0.29  5.35  0.120
H  -2.39  -0.96  7.87  0.148
H  -2.42  0.99  3.37  0.126
H  -3.29  1.60  1.17  0.125
H  -6.03  4.19  2.88  0.161
H  -5.01  3.83  5.12  0.133
H  -4.95  3.60  0.03  0.103
H  -6.61  3.13  0.79  0.120
H  -5.42  2.05  0.01  0.093
C  5.77  -0.46  1.61  -0.092
C  5.80  -1.25  2.90  -0.221
C  4.40  -1.16  3.51  -0.200
C  3.74  -2.51  3.54  -0.101
N  2.47  -2.46  4.47  -0.223
C  1.48  -1.32  4.19  -0.057
C  0.16  -1.93  4.72  -0.134
C  0.34  -3.45  4.70  -0.143
C  1.73  -3.79  4.22  -0.078
C  3.10  -2.48  5.90  0.058
H  6.81  -0.31  1.31  0.088
H  5.41  0.56  1.71  0.044
H  5.29  -1.04  0.82  0.086
H  6.52  -0.93  3.65  0.105
H  6.13  -2.25  2.60  0.124
H  3.83  -0.47  2.89  0.095
H  4.47  -0.80  4.54  0.091
H  4.23  -3.46  3.77  0.147
H  3.36  -2.62  2.53  0.122
H  1.81  -0.47  4.78  0.124
H  1.43  -1.05  3.13  0.124
H  -0.19  -1.39  5.60  0.103
H  -0.64  -1.70  4.01  0.106
H  0.00  -3.86  5.65  0.130
H  -0.34  -3.80  3.92  0.093
H  2.22  -4.66  4.66  0.152
H  1.66  -3.86  3.14  0.127
H  3.86  -3.25  5.95  0.119
H  2.31  -2.76  6.60  0.110
H  3.41  -1.48  6.19  0.092
C  3.16  -3.31  -0.89  -0.103
C  2.04  -3.80  -1.78  -0.225
C  1.45  -5.07  -1.14  -0.170
C  -0.04  -4.93  -0.76  -0.083
N  -0.71  -6.17  -0.04  -0.184
C  0.03  -6.75  1.17  -0.079
C  -0.98  -6.91  2.40  -0.122
C  -2.00  -5.82  2.17  -0.166
C  -2.03  -5.75  0.66  -0.085
C  -0.90  -7.36  -1.09  0.070
H  2.89  -3.33  0.16  0.054
H  3.36  -2.25  -1.03  0.048
H  4.14  -3.78  -0.97  0.094
H  2.51  -4.14  -2.70  0.110
H  1.32  -3.03  -2.01  0.097
H  2.05  -5.43  -0.31  0.107
H  1.44  -5.82  -1.93  0.111
H  -0.65  -4.73  -1.63  0.133
H  -0.17  -4.04  -0.14  0.125
H  0.65  -7.62  0.97  0.135
H  0.75  -5.99  1.47  0.100
H  -1.34  -7.93  2.31  0.124
H  -0.59  -6.73  3.40  0.113
H  -3.00  -5.96  2.59  0.137
H  -1.66  -4.91  2.67  0.081
H  -2.91  -6.28  0.30  0.148
H  -1.93  -4.70  0.38  0.099
H  -1.72  -7.09  -1.76  0.107
H  -1.10  -8.30  -0.58  0.107
H  0.05  -7.58  -1.58  0.098
C  2.97  -1.62  -4.17  -0.100
C  3.54  -0.30  -3.72  -0.254
C  2.96  0.85  -4.56  -0.164
C  1.38  0.92  -4.67  -0.070
N  0.92  2.35  -4.99  -0.172
C  1.55  3.41  -4.06  -0.136
C  0.54  4.59  -4.02  -0.143
C  -0.76  4.15  -4.68  -0.153
C  -0.63  2.65  -4.67  -0.090
C  1.26  2.86  -6.46  0.074
H  1.93  -1.64  -3.82  0.069
H  3.69  -2.33  -3.77  0.081
H  3.00  -1.73  -5.26  0.094
H  4.57  -0.32  -4.06  0.119
H  3.41  -0.26  -2.64  0.079
H  3.35  0.90  -5.57  0.116
H  3.48  1.68  -4.07  0.096
H  0.92  0.74  -3.70  0.100
H  0.96  0.24  -5.41  0.142
H  2.54  3.74  -4.37  0.121
H  1.63  3.02  -3.05  0.104
H  1.05  5.32  -4.65  0.118
H  0.44  5.00  -3.01  0.094
H  -1.12  4.64  -5.58  0.129
H  -1.61  4.33  -4.03  0.113
H  -1.27  2.04  -5.31  0.126
H  -0.85  2.26  -3.68  0.103
H  0.92  3.88  -6.62  0.102
H  0.62  2.29  -7.15  0.102
H  2.26  2.61  -6.82  0.105
C  -4.74  1.86  -2.80  -0.094
C  -4.07  2.20  -4.13  -0.209
C  -4.29  1.19  -5.30  -0.181
C  -5.71  0.97  -5.48  -0.117
N  -5.92  -0.08  -6.65  -0.217
C  -5.30  0.31  -8.01  -0.100
C  -6.25  1.31  -8.62  -0.150
C  -7.67  0.76  -8.28  -0.088
C  -7.44  -0.17  -6.95  -0.041
C  -5.41  -1.48  -6.20  0.037
H  -5.72  2.33  -2.77  0.080
H  -4.12  2.30  -2.01  0.066
H  -5.00  0.80  -2.81  0.081
H  -3.01  2.40  -4.01  0.063
H  -4.57  3.16  -4.31  0.117
H  -3.76  0.24  -5.15  0.099
H  -3.87  1.69  -6.18  0.112
H  -6.35  1.79  -5.81  0.145
H  -6.18  0.59  -4.57  0.128
H  -5.21  -0.61  -8.60  0.146
H  -4.34  0.81  -7.90  0.119
H  -6.06  1.47  -9.68  0.133
H  -6.06  2.28  -8.18  0.112
H  -8.16  0.27  -9.12  0.114
H  -8.49  1.48  -8.24  0.115
H  -7.83  -1.18  -6.93  0.125
H  -7.98  0.27  -6.10  0.116
H  -4.32  -1.50  -6.24  0.085
H  -5.86  -2.22  -6.85  0.111
H  -5.69  -1.58  -5.15  0.109
O  -2.24  -1.57  -4.42  0.128
C  -1.67  -1.13  -3.29  -0.774
O  -1.44  0.03  -2.99  0.005
O  -1.37  -1.96  -2.38  -0.042
H  -2.24  -2.51  -4.23  0.122
O  2.49  0.10  0.23  0.141
C  1.38  -0.34  -0.23  -0.948
O  1.11  -0.16  -1.38  0.034
O  0.50  -0.82  0.46  0.020
H  2.93  0.46  -0.54  0.113
O  -2.61  -2.47  1.60  0.124
C  -3.15  -1.48  1.02  -0.844
O  -2.58  -0.87  0.10  -0.009
O  -4.09  -1.03  1.70  -0.002
H  -3.22  -2.36  2.34  0.104
O  -2.06  3.55  0.12  0.123
C  -1.03  2.89  -0.36  -0.850
O  -1.17  1.67  -0.33  0.012
O  -0.24  3.52  -1.08  0.013
H  -1.62  4.15  -0.49  0.078